[1]
{"formula": "BrClINO", "method": "wB97M-V/def2-TZVPD", "symbols": ["N", "O", "Cl", "Br", "I"], "positions_angstrom": [[0.2510, -0.0008, -0.7674], [0.5740, -0.9943, -0.2363], [2.0788, -0.9710, 0.8166], [0.2659, 1.5491, 0.2428], [-3.1697, 0.4171, -0.0556]], "forces_ev_per_angstrom": [[-1.1, 1.8, -2.7], [-0.6, -2.8, 0.6], [1.9, -0.3, 1.3], [-0.1, 1.3, 0.8], [0.0, 0.0, 0.0]], "e_homo_ev": [-10.3, -9.6], "largest_force_ev_per_a": 3.43, "de_lowest_kj_mol": 315.6, "orbital_gap_ev": [7.98, 6.37]}

---

[2]
{"formula": "BrClOS", "method": "wB97M-V/def2-TZVPD", "symbols": ["O", "S", "Cl", "Br"], "positions_angstrom": [[1.3069, 0.4471, 1.8589], [0.1105, 0.9215, 1.2468], [-0.6948, -0.8858, -2.9275], [-0.7226, -0.4828, -0.1782]], "forces_ev_per_angstrom": [[1.9, -0.9, 0.8], [-1.7, 1.3, -0.6], [0.1, 0.1, 0.2], [-0.3, -0.5, -0.4]], "e_homo_ev": [-10.9, -9.7], "largest_force_ev_per_a": 2.22, "de_lowest_kj_mol": 179.8, "orbital_gap_ev": [8.76, 6.16]}

---

[3]
{"formula": "BrCu", "method": "wB97M-V/def2-TZVPD", "symbols": ["Cu", "Br"], "positions_angstrom": [[0.2320, 0.1554, 1.3941], [-0.2320, -0.1554, -1.3941]], "forces_ev_per_angstrom": [[-0.1, -0.1, -0.9], [0.1, 0.1, 0.9]], "spin_multiplicity": 2, "charge": 1, "e_homo_ev": [-16.8, -16.4], "largest_force_ev_per_a": 0.90, "de_lowest_kj_mol": 31.8, "orbital_gap_ev": [9.79, 7.35]}